{"formula": "C46H32Cl5N7O2PRb", "method": "the ωB97M-V functional and the def2-TZVPD basis", "symbols": ["Rb", "C", "C", "C", "C", "N", "C", "N", "C", "N", "C", "N", "C", "C", "C", "C", "C", "N", "C", "C", "C", "C", "C", "C", "H", "H", "H", "H", "H", "H", "H", "H", "H", "H", "H", "H", "Cl", "C", "C", "Cl", "C", "Cl", "C", "O", "C", "Cl", "C", "Cl", "O", "C", "C", "C", "C", "C", "C", "C", "P", "C", "C", "C", "C", "C", "C", "C", "C", "C", "C", "C", "C", "H", "H", "H", "H", "H", "H", "H", "H", "H", "H", "H", "H", "H", "H", "C", "N", "C", "C", "N", "H", "H", "H", "H", "H", "H"], "positions_angstrom": [[-0.53322, -1.28239, 0.54471], [2.69217, -4.72297, 1.31586], [3.43406, -4.63418, 2.49126], [3.34002, -3.49506, 3.25508], [2.48683, -2.44582, 2.84565], [1.74693, -2.56013, 1.74094], [1.86832, -3.66030, 0.99365], [2.55746, -1.30117, 3.60416], [1.74965, -0.28396, 3.63645], [0.52328, -0.01470, 3.10114], [0.13568, 1.21498, 3.56116], [-0.92724, 1.94655, 3.43989], [-2.06732, 1.73384, 2.69797], [-3.10165, 2.66463, 2.93099], [-4.26470, 2.59554, 2.20068], [-4.39828, 1.59699, 1.24150], [-3.34351, 0.71894, 1.08306], [-2.20583, 0.77553, 1.77743], [1.21412, 1.80907, 4.41087], [1.32511, 3.02734, 5.05378], [2.49689, 3.27404, 5.76245], [3.51389, 2.32038, 5.82010], [3.38560, 1.09792, 5.16814], [2.21861, 0.87004, 4.46448], [2.73475, -5.59264, 0.67380], [4.08582, -5.44548, 2.79690], [3.91435, -3.36021, 4.16129], [1.24920, -3.69889, 0.10150], [-2.93309, 3.43133, 3.67434], [-5.05702, 3.31791, 2.36256], [-5.27802, 1.50527, 0.61958], [-3.41572, -0.07321, 0.34498], [0.52122, 3.75017, 4.99326], [2.62746, 4.21926, 6.27757], [4.41587, 2.54098, 6.38011], [4.16197, 0.34402, 5.19752], [-3.99134, -8.44096, 0.99193], [-3.05898, -7.06112, 0.51002], [-3.08411, -5.88114, 1.25686], [-4.06075, -5.81325, 2.68664], [-2.34618, -4.77969, 0.87488], [-2.37205, -3.32960, 1.81610], [-1.51350, -4.76057, -0.29817], [-0.84335, -3.76895, -0.64875], [-1.51936, -6.00295, -1.02322], [-0.51937, -6.06259, -2.43355], [-2.26111, -7.10004, -0.63347], [-2.20657, -8.56000, -1.57243], [-3.28925, -1.87248, -1.40366], [-3.32740, -0.85202, -2.01002], [-3.48065, 0.30684, -2.61792], [-4.75349, 0.57491, -3.32062], [-4.88774, 1.64751, -4.12719], [-3.83039, 2.59721, -4.33294], [-2.68124, 2.43398, -3.58881], [-2.46207, 1.39313, -2.68219], [-1.00361, 1.25035, -1.69350], [0.34725, 1.55073, -2.91461], [1.24489, 2.61498, -2.90677], [2.22965, 2.72813, -3.88375], [2.33447, 1.78005, -4.88927], [1.44115, 0.71129, -4.90917], [0.46672, 0.60021, -3.93384], [-0.85315, 2.75488, -0.64997], [0.24179, 2.83789, 0.21447], [0.37763, 3.90067, 1.09303], [-0.59554, 4.89104, 1.13563], [-1.69954, 4.80532, 0.30037], [-1.83001, 3.74393, -0.58753], [-5.56830, -0.12903, -3.19678], [-5.83837, 1.78970, -4.63370], [-3.95499, 3.43596, -5.00446], [-1.88857, 3.17413, -3.68628], [1.17515, 3.37125, -2.13413], [2.91095, 3.57195, -3.85961], [3.09397, 1.87476, -5.65742], [1.50278, -0.03513, -5.69347], [-0.22966, -0.23127, -3.95743], [0.98298, 2.04321, 0.21357], [1.21968, 3.93288, 1.77416], [-0.50623, 5.70972, 1.84031], [-2.47530, 5.56132, 0.34846], [-2.70379, 3.65982, -1.22170], [4.86459, 0.22433, -2.38305], [4.07691, -1.00117, -2.31037], [4.05647, -1.80601, -3.52677], [2.90827, -0.89632, -1.66842], [1.90380, -0.80693, -1.11228], [5.88928, -0.03993, -2.64685], [4.86559, 0.70755, -1.40844], [4.46135, 0.92006, -3.12630], [5.06510, -2.17318, -3.72115], [3.70950, -1.22370, -4.38684], [3.39244, -2.65529, -3.38440]], "forces_ev_per_angstrom": [[0.266, 0.380, -0.148], [-0.002, -0.021, 0.005], [-0.007, -0.001, -0.003], [-0.056, 0.031, -0.024], [0.012, -0.176, -0.035], [0.119, 0.122, 0.020], [-0.033, -0.063, 0.024], [-0.036, 0.165, 0.061], [0.110, -0.077, -0.022], [-0.052, -0.061, -0.005], [-0.072, 0.100, -0.020], [0.154, -0.031, 0.111], [-0.143, 0.058, -0.127], [0.025, -0.050, -0.014], [-0.003, -0.019, 0.001], [-0.007, 0.012, -0.012], [-0.017, -0.017, -0.040], [0.088, -0.053, 0.148], [0.101, -0.016, 0.042], [-0.027, -0.025, -0.027], [0.011, 0.020, 0.016], [0.015, 0.016, 0.017], [-0.013, -0.028, -0.019], [-0.025, 0.121, 0.047], [-0.002, 0.001, 0.002], [-0.002, -0.001, 0.001], [0.001, 0.003, 0.005], [0.004, -0.013, 0.034], [0.004, 0.004, 0.003], [-0.001, 0.001, -0.003], [-0.001, 0.002, -0.004], [0.006, -0.018, 0.005], [-0.003, 0.003, 0.000], [-0.004, -0.002, -0.001], [-0.002, -0.001, 0.000], [0.002, -0.003, -0.001], [-0.019, -0.024, 0.013], [0.009, 0.004, -0.011], [0.008, -0.021, -0.027], [-0.016, 0.008, 0.026], [-0.006, -0.040, -0.029], [-0.324, -0.352, 0.251], [-0.061, -0.087, -0.040], [0.047, -0.119, 0.015], [0.003, 0.016, 0.028], [0.035, 0.009, -0.037], [-0.012, 0.002, 0.013], [0.005, 0.000, -0.005], [0.041, 0.233, 0.005], [-0.098, -0.231, -0.114], [0.002, -0.023, 0.077], [-0.119, 0.010, -0.012], [0.025, -0.042, 0.012], [-0.005, 0.022, -0.043], [0.056, -0.025, 0.061], [0.062, 0.159, -0.063], [-0.104, 0.110, -0.206], [0.006, 0.039, -0.018], [-0.009, -0.006, 0.032], [0.028, 0.003, -0.023], [0.006, 0.003, -0.004], [0.005, -0.013, -0.003], [-0.003, -0.017, -0.006], [0.018, -0.019, 0.065], [-0.013, 0.023, 0.026], [0.018, -0.030, 0.005], [-0.003, 0.024, 0.005], [0.009, 0.001, 0.003], [0.011, -0.046, 0.012], [-0.015, 0.017, 0.015], [-0.007, 0.010, 0.003], [0.004, 0.001, 0.000], [-0.001, 0.012, 0.001], [-0.003, -0.015, -0.025], [-0.001, 0.000, -0.005], [0.002, 0.002, 0.001], [-0.002, 0.001, -0.001], [-0.002, 0.001, -0.001], [-0.005, -0.003, 0.006], [0.001, 0.002, 0.007], [0.000, -0.003, 0.003], [-0.002, -0.001, 0.002], [-0.008, -0.005, -0.040], [0.009, 0.028, 0.010], [0.046, -0.050, 0.003], [-0.007, -0.008, -0.032], [-0.061, 0.101, -0.097], [0.041, -0.022, 0.093], [0.000, 0.000, 0.002], [0.001, -0.001, -0.002], [-0.002, -0.008, -0.001], [-0.002, 0.009, -0.004], [-0.012, 0.001, 0.008], [0.009, -0.005, 0.008]], "lowdin_charge": [0.695, -0.083, -0.104, -0.037, -0.344, 0.051, -0.163, 0.139, -0.312, 0.108, -0.317, 0.148, -0.341, -0.034, -0.094, -0.069, -0.159, 0.066, -0.116, -0.030, -0.108, -0.109, -0.029, -0.113, 0.093, 0.092, 0.094, 0.076, 0.098, 0.095, 0.099, 0.077, 0.103, 0.086, 0.086, 0.102, 0.592, -0.742, -0.709, 0.639, -0.586, 0.648, -0.539, -0.218, -0.612, 0.659, -0.715, 0.616, 0.069, -0.223, -0.251, -0.089, -0.166, -0.174, -0.182, -0.398, 1.022, -0.352, -0.084, -0.116, -0.138, -0.112, -0.101, -0.372, -0.123, -0.096, -0.107, -0.099, -0.081, 0.090, 0.080, 0.053, 0.099, 0.093, 0.092, 0.088, 0.095, 0.113, 0.106, 0.098, 0.091, 0.094, 0.097, -0.051, -0.197, -0.052, -0.273, 0.168, 0.082, 0.095, 0.073, 0.082, 0.077, 0.097], "gap_ev": 3.9, "e_above_lowest_kcal_mol": 0.0, "total_charge": -2, "lumo_ev": 3.63, "total_energy_ha": -4972.36675, "homo_ev": -0.24, "mol_weight_g_mol": 1008.52, "multiplicity": 1}